{
  "formula": "C14H11ClN2O2Zr",
  "method": "ωB97M-V with the def2-TZVPD basis set",
  "symbols": ["Cl", "C", "C", "C", "H", "C", "C", "H", "H", "H", "C", "Zr", "C", "O", "C", "O", "H", "H", "H", "N", "C", "C", "C", "C", "N", "C", "C", "H", "H", "H", "H"],
  "xyz": [[0.674, 3.503, -2.869], [-1.526, 1.661, 1.584], [-2.309, 0.513, 1.332], [-2.887, 0.653, 0.022], [-2.606, -0.242, 2.088], [-2.491, 1.914, -0.540], [-1.620, 2.518, 0.426], [-1.210, 3.526, 0.336], [-1.110, 1.949, 2.569], [-3.639, -0.011, -0.413], [-2.851, 2.447, -1.869], [-0.570, 0.626, -0.412], [-0.857, -1.366, -1.755], [-0.615, -2.408, -2.171], [1.411, 1.888, -1.136], [2.563, 2.002, -1.178], [-3.041, 1.619, -2.549], [-2.011, 3.026, -2.247], [-3.740, 3.079, -1.829], [4.703, -4.670, 1.653], [3.916, -3.848, 1.404], [2.922, -2.853, 1.087], [1.971, -2.433, 1.998], [1.071, -1.444, 1.688], [1.086, -0.858, 0.461], [2.021, -1.249, -0.452], [2.936, -2.260, -0.166], [1.894, -2.885, 2.971], [0.299, -1.071, 2.348], [1.970, -0.766, -1.446], [3.646, -2.560, -0.935]],
  "forces_ev_per_a": [[-0.6, -1.5, 1.3], [-0.5, 0.7, 0.2], [-0.6, 0.0, 0.2], [-0.5, 0.2, 0.1], [0.6, 0.3, -0.7], [-0.8, 0.1, 1.7], [-0.5, 0.3, 0.4], [0.1, -0.4, -0.1], [0.1, -0.4, -0.9], [0.4, 0.1, 0.1], [0.5, -0.2, -0.4], [3.7, -0.2, -0.8], [0.8, -4.5, -1.8], [-1.2, 4.0, 1.4], [2.3, 1.1, -0.6], [-2.8, -0.6, 0.5], [-0.2, 0.1, -0.2], [-0.1, 0.3, -0.3], [0.0, 0.0, 0.1], [-1.4, 1.5, -0.5], [0.9, -1.4, 0.5], [0.6, -0.1, -0.2], [-0.6, -0.1, 1.1], [0.1, 0.3, -1.1], [-0.6, 0.5, -0.4], [-0.3, -0.4, 0.3], [-0.2, 0.8, -1.1], [0.2, -0.1, 0.2], [0.2, -0.3, 0.3], [0.3, -0.3, 0.6], [-0.1, 0.1, 0.2]],
  "fmax_ev_per_a": 4.967,
  "total_charge": 2,
  "e_homo_ev": [-15.53, -15.50],
  "e_lumo_ev": [-10.43, -10.43],
  "multiplicity": 1,
  "e_above_lowest_ev": 2.177,
  "orbital_gap_ev": [5.10, 5.07]
}

{
  "formula": "C5H10O2",
  "method": "ωB97M-V with the def2-TZVPD basis set",
  "symbols": ["C", "C", "O", "C", "C", "C", "O", "H", "H", "H", "H", "H", "H", "H", "H", "H", "H"],
  "xyz": [[-2.337, -0.532, 0.064], [-0.958, -1.031, 0.220], [0.142, 0.901, -1.230], [-0.047, -0.099, 0.940], [0.931, 0.419, -0.155], [1.833, -0.663, -0.716], [1.772, 1.416, 0.358], [-2.566, 0.514, 0.346], [-2.730, -0.760, -0.933], [-2.906, -1.195, 0.739], [-0.552, 1.471, -0.869], [-0.518, 0.787, 1.418], [0.545, -0.630, 1.694], [2.629, -0.882, 0.000], [1.252, -1.565, -0.912], [2.278, -0.298, -1.645], [1.230, 2.148, 0.681]],
  "forces_ev_per_a": [[0.1, 0.0, 0.0], [-0.2, 0.2, 0.2], [-0.1, 0.2, 0.0], [-0.1, 0.0, 0.0], [0.1, -0.4, 0.0], [0.0, 0.0, 0.0], [-0.2, 0.2, 0.1], [0.1, -0.1, 0.0], [0.0, 0.0, 0.2], [0.0, 0.0, 0.0], [0.1, -0.1, -0.1], [0.0, -0.1, -0.1], [0.0, 0.0, -0.1], [-0.1, 0.0, -0.1], [0.1, 0.1, 0.0], [0.0, 0.0, 0.1], [0.1, -0.1, 0.0]],
  "fmax_ev_per_a": 0.373,
  "total_charge": 0,
  "e_homo_ev": -8.36,
  "e_lumo_ev": 0.14,
  "multiplicity": 1,
  "e_above_lowest_ev": 4.445,
  "orbital_gap_ev": 8.50
}

{
  "formula": "C19H17N3O3",
  "method": "ωB97M-V with the def2-TZVPD basis set",
  "symbols": ["C", "C", "N", "C", "O", "C", "C", "C", "C", "C", "C", "C", "O", "O", "C", "C", "C", "C", "N", "C", "C", "N", "C", "C", "C", "H", "H", "H", "H", "H", "H", "H", "H", "H", "H", "H", "H", "H", "H", "H", "H", "H"],
  "xyz": [[-0.780, -3.508, 0.338], [-0.563, -2.359, -0.643], [-1.687, -1.419, -0.615], [-2.161, -0.797, 0.486], [-1.890, -1.070, 1.636], [-3.199, 0.253, 0.176], [-4.542, -0.090, 0.235], [-5.520, 0.874, 0.057], [-5.164, 2.196, -0.160], [-3.830, 2.553, -0.205], [-2.840, 1.586, -0.045], [-1.409, 1.958, -0.129], [-0.521, 1.213, -0.467], [-1.183, 3.239, 0.185], [0.738, -1.620, -0.416], [1.086, -1.135, 0.839], [2.243, -0.404, 1.014], [3.083, -0.150, -0.065], [4.249, 0.608, 0.106], [5.056, 0.644, 1.213], [6.054, 1.527, 0.926], [5.875, 2.045, -0.319], [4.801, 1.478, -0.784], [2.748, -0.642, -1.321], [1.582, -1.364, -1.488], [-0.886, -3.135, 1.351], [0.067, -4.187, 0.293], [-1.685, -4.052, 0.075], [-0.553, -2.770, -1.660], [-1.869, -0.953, -1.491], [-4.816, -1.116, 0.427], [-6.562, 0.595, 0.098], [-5.927, 2.948, -0.289], [-3.540, 3.579, -0.370], [-0.235, 3.435, 0.117], [0.433, -1.300, 1.680], [2.487, -0.009, 1.989], [4.876, 0.033, 2.073], [6.886, 1.825, 1.533], [4.369, 1.685, -1.742], [3.401, -0.463, -2.162], [1.329, -1.734, -2.472]],
  "forces_ev_per_a": [[0.0, 0.0, -0.2], [0.0, -0.1, 0.3], [-0.1, -0.3, -0.4], [-0.4, 0.0, -0.5], [0.1, 0.0, 0.3], [0.1, 0.4, 0.1], [0.1, 0.0, 0.0], [0.0, 0.0, 0.0], [-0.1, 0.0, 0.0], [0.1, -0.1, 0.0], [-0.3, -0.1, 0.0], [0.6, -0.1, -0.2], [-0.1, 0.1, 0.1], [-0.1, 0.5, 0.2], [0.1, -0.1, -0.2], [0.1, -0.1, 0.0], [0.1, 0.1, -0.1], [-0.6, -0.4, -0.2], [0.4, 0.3, 0.0], [0.3, 0.0, 0.3], [-0.2, -0.2, 0.2], [0.2, 0.3, -0.4], [0.0, 0.1, -0.2], [0.2, 0.2, 0.1], [-0.1, 0.0, 0.2], [0.0, 0.0, 0.0], [0.1, -0.1, 0.0], [-0.1, -0.1, 0.0], [0.0, 0.1, 0.2], [0.0, 0.1, 0.1], [0.0, -0.1, 0.0], [-0.1, 0.0, 0.0], [-0.1, 0.1, 0.0], [0.0, 0.1, 0.0], [-0.1, -0.3, -0.1], [-0.1, 0.0, 0.1], [0.0, 0.1, 0.1], [-0.1, -0.1, 0.1], [0.1, 0.0, 0.2], [-0.2, 0.0, -0.2], [0.1, 0.0, -0.1], [0.0, 0.0, -0.1]],
  "fmax_ev_per_a": 0.767,
  "total_charge": 0,
  "smiles": "C[C@@H](NC(=O)c1ccccc1C(=O)O)c1ccc(-n2ccnc2)cc1",
  "e_homo_ev": -8.55,
  "e_lumo_ev": 0.28,
  "multiplicity": 1,
  "e_above_lowest_ev": 0.148,
  "orbital_gap_ev": 8.83
}

{
  "formula": "C6H8N2S",
  "method": "ωB97M-V with the def2-TZVPD basis set",
  "symbols": ["C", "C", "C", "N", "C", "C", "N", "C", "S", "H", "H", "H", "H", "H", "H", "H", "H"],
  "xyz": [[-1.463, 2.282, 0.301], [-0.240, 1.792, -0.377], [-0.167, 0.551, -0.825], [-0.296, -0.555, -1.332], [-0.078, -1.868, -0.812], [0.341, -2.027, 0.659], [1.379, -1.028, 0.887], [1.993, -0.214, 0.297], [3.065, 0.893, -0.067], [-1.588, 2.045, 1.428], [-2.310, 1.868, -0.088], [-1.484, 3.305, 0.126], [0.762, 2.346, -0.194], [0.747, -2.202, -1.307], [-1.012, -2.419, -0.976], [-0.375, -1.797, 1.369], [0.727, -2.975, 0.909]],
  "forces_ev_per_a": [[1.1, -0.7, 2.7], [2.6, -0.4, 0.7], [-0.8, 0.0, 0.0], [-0.1, 1.3, -0.2], [-2.1, 0.3, 2.2], [1.2, 2.4, -1.2], [-0.7, -1.5, 0.1], [1.8, 0.8, 1.0], [0.0, 0.1, -0.6], [0.8, 0.6, -1.5], [-2.3, -1.1, -1.4], [-0.4, 2.0, 0.2], [-1.9, -1.0, -0.7], [1.8, -1.6, -2.0], [0.5, -0.3, -0.3], [-2.0, 0.4, 1.2], [0.5, -1.3, -0.1]],
  "fmax_ev_per_a": 3.158,
  "total_charge": 0,
  "smiles": "CC=C=NCCN=C=S",
  "e_homo_ev": -8.31,
  "e_lumo_ev": 0.58,
  "multiplicity": 1,
  "e_above_lowest_ev": 2.842,
  "orbital_gap_ev": 8.90
}